C32H27N10P2V as an isolated structure, computed with ωB97M-V with the def2-TZVPD basis set.

The geometry in XYZ format:
```
72
C32H27N10P2V ωB97M-V with the def2-TZVPD basis set
V 0.05 -0.28 0.02
C -1.85 2.03 -1.39
P -0.53 0.84 -1.89
C -1.25 -0.29 -3.11
C -2.63 -0.50 -3.22
C -3.12 -1.55 -3.97
C -2.25 -2.42 -4.61
C -0.88 -2.24 -4.49
C -0.38 -1.19 -3.74
C 0.73 1.85 -2.74
C 1.48 2.68 -1.89
C 2.57 3.37 -2.36
C 2.96 3.24 -3.69
C 2.23 2.44 -4.54
C 1.11 1.75 -4.08
C -2.24 1.67 0.01
C -3.29 2.07 0.80
C -3.07 1.52 2.09
C -1.90 0.80 2.02
C -1.09 0.10 3.08
P -0.02 -1.09 2.15
C -0.90 -2.68 2.34
C -0.70 -3.53 3.43
C -1.36 -4.74 3.49
C -2.24 -5.11 2.48
C -2.46 -4.26 1.41
C -1.79 -3.05 1.33
C 1.51 -1.34 3.09
C 2.46 -2.15 2.46
C 3.74 -2.27 2.98
C 4.08 -1.59 4.14
C 3.14 -0.80 4.78
C 1.86 -0.67 4.26
N -1.39 0.87 0.75
H -2.70 2.02 -2.08
H -1.42 3.04 -1.43
H -3.32 0.15 -2.70
H -4.19 -1.71 -4.05
H -2.63 -3.26 -5.18
H -0.19 -2.93 -4.96
H 0.68 -1.09 -3.59
H 1.20 2.75 -0.84
H 3.14 4.00 -1.69
H 3.84 3.76 -4.05
H 2.52 2.32 -5.58
H 0.53 1.14 -4.76
H -4.11 2.71 0.51
H -3.70 1.64 2.97
H -1.71 -0.39 3.82
H -0.43 0.83 3.57
H -0.01 -3.24 4.21
H -1.19 -5.41 4.33
H -2.74 -6.07 2.53
H -3.13 -4.56 0.61
H -1.93 -2.41 0.47
H 2.19 -2.66 1.54
H 4.47 -2.88 2.47
H 5.09 -1.66 4.53
H 3.41 -0.26 5.68
H 1.14 -0.04 4.76
N 3.17 -0.85 -1.22
C 3.02 0.09 -0.22
N 3.99 0.79 0.34
N 3.37 1.58 1.24
N 2.09 1.35 1.22
N 1.83 0.41 0.30
C 2.23 -1.86 -1.36
N 2.41 -3.01 -1.99
N 1.22 -3.64 -1.88
N 0.38 -2.91 -1.22
N 0.99 -1.76 -0.87
H 4.12 -1.08 -1.48
```

Summary:
multiplicity: 4
HOMO (alpha / beta): -3.979 / -4.848 eV
HOMO-LUMO gap (alpha / beta): 6.726 / 7.594 eV
net charge: -1
energy: -92790.8491 eV

---

C32H27N3O4Pd as an isolated structure, computed with ωB97M-V with the def2-TZVPD basis set.

The geometry in XYZ format:
```
67
C32H27N3O4Pd ωB97M-V with the def2-TZVPD basis set
Pd -0.17 1.73 1.35
C -1.91 5.33 -0.66
O -2.76 4.59 -1.55
C -3.15 3.34 -1.32
C -4.04 2.81 -2.22
C -4.50 1.49 -2.07
C -4.09 0.69 -1.02
C -3.17 1.15 -0.09
C -2.83 0.27 1.00
N -1.93 0.53 1.89
N -1.80 -0.33 2.90
C -0.68 -0.08 3.60
O 0.22 0.77 3.33
C -0.49 -0.92 4.82
C -1.23 -2.08 5.02
C -1.02 -2.85 6.16
C -0.08 -2.45 7.11
C 0.65 -1.29 6.91
C 0.45 -0.53 5.77
C -2.65 2.52 -0.21
O -1.83 3.01 0.59
H -1.86 6.32 -1.09
H -0.91 4.90 -0.62
H -2.32 5.38 0.34
H -4.37 3.43 -3.04
H -5.20 1.11 -2.80
H -4.48 -0.32 -0.92
H -3.38 -0.66 1.08
H -1.96 -2.37 4.28
H -1.59 -3.76 6.31
H 0.08 -3.05 7.99
H 1.38 -0.97 7.65
H 1.02 0.38 5.59
C 4.24 2.73 0.69
C 2.97 2.00 1.04
N 3.01 0.66 0.95
O 1.97 2.62 1.39
H 5.12 2.17 0.99
H 4.23 3.70 1.17
H 4.26 2.87 -0.40
H 3.78 0.20 0.51
H 2.14 0.15 1.01
C 0.25 0.77 -0.42
C 0.54 -0.07 -1.27
C 0.87 -1.04 -2.22
C 2.29 -1.15 -2.62
C 3.12 -0.02 -2.55
C 4.46 -0.09 -2.88
C 5.02 -1.31 -3.26
C 4.22 -2.44 -3.31
C 2.87 -2.36 -2.99
C -0.18 -1.91 -2.75
C -0.06 -2.58 -3.97
C -1.09 -3.37 -4.46
C -2.27 -3.51 -3.75
C -2.42 -2.84 -2.54
C -1.40 -2.05 -2.05
H 2.68 0.93 -2.25
H 5.07 0.80 -2.84
H 6.07 -1.37 -3.52
H 4.65 -3.39 -3.59
H 2.27 -3.26 -3.00
H 0.83 -2.45 -4.57
H -0.98 -3.88 -5.42
H -3.08 -4.14 -4.13
H -3.34 -2.94 -1.97
H -1.51 -1.52 -1.11
```

Summary:
multiplicity: 5
HOMO (alpha / beta): -6.488 / -7.761 eV
HOMO-LUMO gap (alpha / beta): 6.469 / 5.304 eV
net charge: 0
energy: -49757.4689 eV

---

C32H28BrN5O3Ti as an isolated structure, computed with ωB97M-V with the def2-TZVPD basis set.

The geometry in XYZ format:
```
70
C32H28BrN5O3Ti ωB97M-V with the def2-TZVPD basis set
Ti 0.24 -0.15 -1.02
O -2.52 0.08 5.18
C -2.59 1.08 4.46
O -3.15 2.18 4.50
C -1.87 0.81 3.06
C -1.35 -0.44 2.83
C -0.92 -0.71 1.55
N -0.82 0.27 0.64
C -1.31 1.50 0.86
C -1.84 1.81 2.09
C -1.03 2.44 -0.21
C -1.54 3.78 -0.21
C -1.16 4.61 -1.21
C -0.14 4.20 -2.05
C 0.28 2.88 -2.06
N -0.19 2.02 -1.17
C -0.32 -2.03 1.23
C -0.70 -3.15 1.90
C -0.36 -4.39 1.42
C 0.48 -4.47 0.33
C 0.82 -3.28 -0.31
N 0.40 -2.06 0.10
H -1.41 -1.04 3.71
H -2.28 2.81 2.30
H -2.33 4.07 0.44
H -1.58 5.60 -1.24
H 0.35 4.86 -2.71
H 0.95 2.57 -2.82
H -1.36 -3.05 2.73
H -0.57 -5.19 2.09
H 1.08 -5.37 0.04
H 1.43 -3.22 -1.21
Br 1.47 1.93 6.32
C 1.71 1.47 4.56
C 1.37 2.37 3.59
C 1.64 2.03 2.27
C 2.02 0.73 1.96
C 2.22 -0.20 2.96
C 2.04 0.16 4.31
N 2.10 0.25 0.59
C 3.25 -0.02 0.06
C 3.27 -0.45 -1.39
C 4.44 -0.77 -2.04
C 4.41 -1.35 -3.29
C 3.21 -1.45 -3.97
C 2.07 -0.87 -3.34
N 2.11 -0.47 -2.10
H 1.14 3.33 3.90
H 1.49 2.65 1.38
H 2.55 -1.23 2.73
H 2.31 -0.49 5.10
H 4.19 0.12 0.66
H 5.33 -0.69 -1.41
H 5.28 -1.69 -3.80
H 3.07 -1.83 -4.94
H 1.13 -0.84 -3.89
C -2.45 -2.04 -3.38
C -2.42 -0.81 -2.50
C -2.90 0.52 -3.06
C -3.17 -0.97 -1.22
O -0.96 -0.60 -2.26
H -3.44 -2.15 -3.80
H -2.29 -2.95 -2.79
H -1.81 -1.94 -4.27
H -3.93 0.48 -3.38
H -2.17 0.69 -3.87
H -2.78 1.31 -2.30
H -4.19 -1.29 -1.48
H -3.20 -0.12 -0.53
H -2.77 -1.84 -0.65
```

Summary:
multiplicity: 2
HOMO (alpha / beta): -10.087 / -10.087 eV
HOMO-LUMO gap (alpha / beta): 5.995 / 5.870 eV
net charge: +1
energy: -140386.1987 eV